Below is a 2-piece molecular cluster, CH3ClFN overall at a distorted geometry, with properties calculated with wB97M-V/def2-TZVPD.

Summary:
HOMO-LUMO gap (alpha / beta)   8.42 / 9.34 eV
Multiplicity   1
Relative energy (zero: lowest compared OMol25 entry of this formula, charge and spin)   68.08 kcal/mol
LUMO level (alpha / beta)   -0.5452 / -0.1451 eV
E   -654.547484 a.u.
Charge   0
E_HOMO (alpha / beta)   -8.96 / -9.48 eV

The geometry in XYZ format:
```
7
CH3ClFN, DFT wB97M-V/def2-TZVPD
C 0.772 -1.027 -0.721
N -1.501 -0.824 -1.133
F 1.038 0.051 0.100
Cl -2.131 -0.113 0.296
H 0.958 -0.816 -1.795
H 1.183 -1.863 -0.168
H -1.994 -1.765 -0.954
```



Below is a 14-piece molecular cluster, C25H78O25 overall at a distorted geometry, with properties calculated with wB97M-V/def2-TZVPD.

Summary:
HOMO-LUMO gap (alpha / beta)   2.06 / 9.37 eV
Multiplicity   2
LUMO level (alpha / beta)   2.0847 / 2.0714 eV
E   -2880.046989 a.u.
Charge   -1
E_HOMO (alpha / beta)   0.02 / -7.29 eV

The geometry in XYZ format:
```
128
C25H78O25, DFT wB97M-V/def2-TZVPD
C -4.125 -4.279 1.335
O -3.178 -3.469 1.886
H -5.092 -3.811 1.523
H -4.007 -4.455 0.266
H -4.132 -5.188 1.937
H -2.325 -3.725 1.528
C -4.708 -0.589 1.140
O -4.264 -0.898 2.383
H -5.755 -0.888 1.197
H -4.757 0.473 0.897
H -4.263 -1.236 0.384
H -4.125 -1.845 2.450
C 4.541 -2.322 0.530
O 3.175 -1.986 0.244
H 5.007 -1.539 1.128
H 4.532 -3.253 1.097
H 5.188 -2.516 -0.326
H 2.772 -1.766 1.087
C 4.662 1.751 -1.643
C 4.209 0.559 -2.432
O 3.018 -0.092 -2.025
O 5.197 1.441 -0.389
H 3.821 2.433 -1.523
H 5.444 2.327 -2.138
H 4.992 -0.192 -2.325
H 4.125 0.783 -3.495
H 3.124 -0.551 -1.189
H 6.025 0.987 -0.565
C -2.055 3.232 2.489
C -2.294 4.187 3.728
O -1.083 4.404 4.452
O -1.007 3.785 1.706
H -2.990 3.177 1.932
H -1.883 2.203 2.803
H -3.100 3.957 4.426
H -2.547 5.152 3.290
H -0.393 4.200 3.816
H -0.693 3.143 1.065
C 2.685 -1.048 3.951
C 4.150 -0.556 4.165
O 4.259 0.818 4.477
O 2.251 -0.714 2.653
H 1.937 -0.624 4.621
H 2.629 -2.131 4.064
H 4.767 -0.771 3.292
H 4.607 -1.074 5.008
H 4.946 0.843 5.147
H 2.353 0.233 2.531
C 1.246 -4.791 -0.189
C -0.263 -5.086 -0.042
O -0.942 -3.885 0.247
O 1.458 -3.599 -1.006
H 1.857 -5.615 -0.558
H 1.794 -4.492 0.704
H -0.418 -5.875 0.694
H -0.730 -5.466 -0.951
H -0.566 -3.303 -0.418
H 2.136 -3.047 -0.607
C -0.888 4.813 -2.813
C 0.538 4.566 -2.243
O 1.606 4.945 -3.127
O -1.433 6.076 -2.500
H -1.530 4.034 -2.402
H -0.832 4.659 -3.891
H 0.780 3.540 -1.963
H 0.658 5.191 -1.358
H 1.717 4.181 -3.698
H -0.715 6.707 -2.416
C 2.982 2.880 1.608
C 2.038 3.001 2.850
O 2.717 3.026 4.009
O 3.557 1.608 1.624
H 3.850 3.539 1.611
H 2.360 3.016 0.724
H 1.235 2.265 2.813
H 1.574 3.980 2.727
H 3.204 2.200 4.045
H 4.289 1.624 1.002
C -5.221 1.192 -3.170
C -3.641 1.254 -3.093
O -3.104 1.415 -4.435
O -5.676 -0.140 -3.501
H -5.599 1.734 -4.037
H -5.786 1.479 -2.283
H -3.211 0.332 -2.703
H -3.332 2.069 -2.437
H -3.079 0.527 -4.797
H -5.890 -0.086 -4.435
C 0.217 1.232 -4.058
C 1.499 1.426 -4.894
O 2.122 2.615 -4.502
O 0.504 1.065 -2.665
H -0.285 0.317 -4.371
H -0.489 2.047 -4.218
H 1.293 1.357 -5.962
H 2.186 0.583 -4.819
H 2.922 2.718 -5.022
H 1.222 0.438 -2.560
C -0.962 -4.099 -3.743
C -2.370 -3.829 -3.074
O -2.638 -2.447 -2.965
O -0.706 -5.493 -4.049
H -0.192 -3.623 -3.135
H -0.940 -3.501 -4.653
H -2.407 -4.400 -2.146
H -3.218 -4.237 -3.624
H -2.041 -2.030 -2.340
H 0.203 -5.546 -4.352
C -0.175 0.308 0.494
C -1.204 -0.627 -0.248
O -0.644 -1.189 -1.539
O -0.191 1.667 0.046
H 0.846 -0.074 0.504
H -0.472 0.378 1.540
H -2.124 -0.079 -0.451
H -1.406 -1.538 0.316
H -0.509 -0.447 -2.133
H 0.074 1.586 -0.873
C -1.328 -0.704 4.301
C -1.401 -2.189 4.602
O -0.614 -2.629 5.679
O -1.787 -0.026 5.424
H -1.860 -0.449 3.384
H -0.288 -0.469 4.073
H -1.076 -2.646 3.667
H -2.429 -2.551 4.592
H -1.066 -2.277 6.449
H -2.645 0.319 5.166
```



Below is a 2-piece molecular cluster, C2H7BrNO overall at a distorted geometry, with properties calculated with wB97M-V/def2-TZVPD.

Summary:
HOMO-LUMO gap (alpha / beta)   8.70 / 8.70 eV
Multiplicity   1
Relative energy (zero: lowest compared OMol25 entry of this formula, charge and spin)   73.53 kcal/mol
LUMO level (alpha / beta)   -4.2026 / -4.2035 eV
E   -2784.024083 a.u.
Charge   +1
E_HOMO (alpha / beta)   -12.90 / -12.90 eV

The geometry in XYZ format:
```
12
C2H7BrNO, DFT wB97M-V/def2-TZVPD
C 1.033 0.371 -0.316
C -1.066 -0.911 -0.646
N 0.590 1.183 0.890
O -0.856 -2.124 -0.295
Br -2.058 0.220 0.544
H 1.907 -0.134 -0.141
H 0.862 0.942 -1.116
H -1.281 -0.760 -1.683
H 0.368 0.512 1.647
H -0.215 1.778 0.837
H 1.447 1.728 1.252
H -0.731 -2.805 -0.972
```



The highest charge belongs to which entry?
C2H7BrNO